1.
Computed, not measured: a structure of composition C43H55N4O3PRuS3, with ωB97M-V/def2-TZVPD.

Geometry as ORCA input:
```
! RIJCOSX wB97M-V def2-TZVPD def2/J DEFGRID3
* xyz -1 2
Ru -0.0425 -0.5635 1.0183
C -3.1090 0.4777 1.2465
N -2.3884 -0.7986 1.4070
C -2.7476 -1.3645 2.7150
C -2.7620 -1.7637 0.3821
C -4.0420 -1.8577 -0.1233
C -4.3520 -2.8210 -1.0812
C -3.3540 -3.6558 -1.5484
C -2.0579 -3.5575 -1.0523
C -1.7549 -2.6428 -0.0431
N -0.5341 -2.4624 0.5856
C 0.3708 -3.4554 0.9097
C 0.4213 -4.7675 0.4298
C 1.4549 -5.6185 0.7978
C 2.4492 -5.2025 1.6632
C 2.3580 -3.9326 2.2227
C 1.3250 -3.0885 1.8723
N 1.0559 -1.8356 2.5769
C 2.3010 -1.2093 3.0614
C 0.2691 -2.2096 3.7744
H -4.1175 0.4114 1.6722
H -2.5681 1.2549 1.7671
H -3.1876 0.7369 0.1974
H -3.8325 -1.5131 2.7763
H -2.2645 -2.3265 2.8369
H -2.4183 -0.6785 3.4954
H -4.8074 -1.1731 0.2192
H -5.3581 -2.8883 -1.4750
H -3.5654 -4.3711 -2.3339
H -1.2746 -4.1478 -1.5009
H -0.3248 -5.1396 -0.2503
H 1.4846 -6.6148 0.3735
H 3.2782 -5.8512 1.9132
H 3.1017 -3.6161 2.9398
H 2.7634 -1.8271 3.8369
H 2.9850 -1.0813 2.2290
H 2.0559 -0.2473 3.5033
H 0.8898 -2.8238 4.4352
H -0.0580 -1.3063 4.2854
H -0.5824 -2.8033 3.4670
S -0.0255 0.9849 3.0083
C -1.0344 2.3937 3.3281
C -1.5245 3.2537 2.3491
C -2.2803 4.3644 2.6946
C -2.5547 4.6542 4.0239
C -2.0709 3.8019 5.0096
C -1.3271 2.6839 4.6672
H -1.3321 3.0402 1.3110
H -2.6596 5.0009 1.9030
H -3.1434 5.5237 4.2891
H -2.2788 4.0036 6.0542
H -0.9558 2.0198 5.4387
C 2.9495 -3.8639 -2.4895
C 3.8156 -3.3979 -1.5071
C 3.4308 -2.3695 -0.6667
C 2.1737 -1.7562 -0.7734
C 1.3130 -2.2404 -1.7627
C 1.6989 -3.2773 -2.6022
N 1.8641 -0.7037 0.1226
C 2.7446 0.3692 0.0243
C 3.0230 1.2199 1.1053
C 3.9944 2.2018 1.0143
C 4.7014 2.4157 -0.1624
C 4.3839 1.6349 -1.2669
C 3.4239 0.6417 -1.1798
H 3.2447 -4.6709 -3.1486
H 4.7939 -3.8485 -1.3849
H 4.1072 -2.0167 0.1037
H 0.3354 -1.7999 -1.8864
H 1.0045 -3.6213 -3.3617
H 2.4391 1.1365 2.0087
H 4.1947 2.8179 1.8840
H 5.4632 3.1833 -0.2224
H 4.8859 1.8007 -2.2139
H 3.1954 0.0467 -2.0554
C -4.1030 0.8490 -4.5651
C -3.6524 0.1072 -3.3186
C -2.5993 -0.9427 -3.6169
O -3.2838 1.0776 -2.3178
P -1.8550 1.7304 -1.9890
S -2.1919 3.4495 -1.1604
S -0.6350 0.3243 -1.1511
O -1.2795 1.8177 -3.4910
C 0.0601 2.1213 -3.9386
C 0.8063 3.0498 -3.0068
C 0.8218 0.8383 -4.2190
H -4.5348 0.1460 -5.2812
H -3.2537 1.3503 -5.0288
H -4.8528 1.5979 -4.3100
H -4.5118 -0.3947 -2.8667
H -1.7239 -0.5011 -4.0913
H -3.0346 -1.6787 -4.2978
H -2.2861 -1.4521 -2.7101
H -0.1158 2.6369 -4.8871
H 0.9654 2.5888 -2.0295
H 0.2466 3.9727 -2.8665
H 1.7799 3.2826 -3.4444
H 1.0240 0.2963 -3.2958
H 1.7721 1.0865 -4.6974
H 0.2594 0.1911 -4.8940
C 1.7323 4.3730 2.1565
C 1.4143 3.9886 0.7319
C 1.8717 4.9326 -0.3585
O 0.7884 2.9908 0.4864
H 1.0041 5.1278 2.4708
H 2.7268 4.8142 2.2361
H 1.6302 3.5029 2.8041
H 2.2151 5.8866 0.0413
H 1.0486 5.0901 -1.0532
H 2.6929 4.4570 -0.8984
*
```

Output
Expectation value of S²: 0.758
E_HOMO (alpha / beta), eV: -4.11 / -4.05

Results of the Mulliken charge analysis, in e, for atoms 1 through 5:
1 Ru 0.71
2 C -0.88
3 N 2.18
4 C -1.49
5 C 0.31


2.
Computed, not measured: a cluster of 2 separate species, C10H15N3S in total, with ωB97M-V/def2-TZVPD.

Geometry as ORCA input:
```
! RIJCOSX wB97M-V def2-TZVPD def2/J DEFGRID3
* xyz 0 1
C 2.1326 -0.0220 -2.0289
C -0.1671 3.0522 0.8415
C -0.8615 2.9898 -0.4341
C 0.3052 1.7974 1.0183
C 0.8038 -2.4732 0.8285
C 2.3592 -0.4636 1.0655
C -3.2778 -0.4019 -0.4864
C -0.5691 -0.9548 -1.4042
C 0.8678 -0.9301 0.8585
C 0.2117 -0.2325 -0.2979
N 2.5877 0.4266 -2.9643
N -0.7268 1.8502 -1.0098
N -0.0239 1.0929 -0.1035
S -2.1220 -1.8561 -0.8929
H -0.3099 3.7907 1.5251
H -1.4943 3.8014 -0.8382
H 0.3176 1.3005 1.9207
H 0.7286 -2.7393 1.9987
H -0.1749 -2.6820 0.3259
H 1.6146 -2.8502 0.3219
H 3.0495 -0.7554 0.0828
H 2.9039 -0.9362 1.9308
H 2.5717 0.6506 1.0751
H -3.8811 -0.4011 -1.3810
H -2.4833 0.3270 -0.2250
H -3.7353 -0.7975 0.4485
H -1.1012 -0.2481 -2.1844
H 0.0323 -1.7582 -1.8558
H 0.4419 -0.5770 1.8646
*
```

Output
E_HOMO, eV: -8.98

Results of the Mulliken charge analysis, in e, for atoms 1 through 5:
1 C 0.05
2 C -0.71
3 C -0.19
4 C -0.35
5 C -1.21


3.
Computed, not measured: a cluster of 13 separate species, C53H128N13O18 in total, with ωB97M-V/def2-TZVPD.

Geometry as ORCA input:
```
! RIJCOSX wB97M-V def2-TZVPD def2/J DEFGRID3
* xyz 3 1
C -0.6834 -0.2868 -1.9457
N -0.7033 -1.5130 -1.1224
C -1.1511 -2.6625 -2.0683
C 0.7015 -1.9137 -0.6381
C -1.7700 -1.5034 -0.0310
C -1.8041 -0.2075 0.9047
O -0.5234 -0.0457 1.6156
H -1.6239 -0.0933 -2.4615
H 0.1885 -0.2769 -2.5998
H -0.4490 0.3740 -1.1111
H -0.3469 -2.8503 -2.7797
H -2.0961 -2.4813 -2.5805
H -1.3319 -3.5264 -1.4288
H 1.0379 -1.5405 0.3292
H 1.4589 -1.6431 -1.3737
H 0.8648 -2.9269 -0.2709
H -1.6425 -2.4376 0.5158
H -2.6874 -1.6701 -0.5955
H -2.4509 -0.4140 1.7574
H -2.2188 0.6586 0.3890
H -0.4942 0.7932 2.0815
C -0.4905 -2.0735 4.5644
C 0.8986 -2.7386 4.8042
C 1.8848 -2.4254 3.6537
O 3.0906 -3.1957 3.8431
C 4.1974 -2.7526 3.0081
N 1.6059 -2.2050 6.0661
H 1.1718 -2.4761 6.9368
H 2.5714 -2.4930 6.1372
H 1.7283 -1.2037 6.0161
H -0.3927 -1.0389 4.2355
H -1.0868 -2.1424 5.4741
H -1.0708 -2.6626 3.8542
H 0.7823 -3.8205 4.8685
H 2.1553 -1.3707 3.6047
H 1.5492 -2.8599 2.7121
H 5.0644 -3.4091 3.0819
H 4.4928 -1.7323 3.2524
H 3.9965 -2.7073 1.9377
C -4.0981 -5.5842 7.4168
C -3.7109 -5.0120 5.9714
C -4.0194 -3.4902 5.8888
O -3.2132 -2.8824 4.8605
C -3.7903 -3.0585 3.5378
N -2.2197 -5.2530 5.6703
H -1.9640 -4.9807 4.7319
H -1.6357 -4.7583 6.3293
H -1.8830 -6.1939 5.8167
H -5.1527 -5.3780 7.5995
H -3.5048 -5.0560 8.1632
H -3.8214 -6.6384 7.4326
H -4.1245 -5.4644 5.0701
H -3.7446 -3.0407 6.8430
H -5.0730 -3.3210 5.6663
H -4.8737 -3.0840 3.4213
H -3.5493 -3.9789 3.0058
H -3.3938 -2.3218 2.8391
C 7.8768 -0.2221 3.2776
C 6.9876 1.0408 2.7105
C 5.6022 0.6295 2.3315
N 4.6516 1.7556 1.9786
C 5.1367 2.3543 0.6163
C 4.5653 2.8365 3.1421
C 3.1502 3.3006 3.1663
C 2.3035 2.0788 2.7364
C 3.2338 1.2424 1.8482
H 8.3846 -0.0942 4.2335
H 8.6870 -0.4229 2.5766
H 7.3030 -1.1488 3.2883
H 7.4266 1.2744 1.7405
H 7.1692 1.8372 3.4322
H 5.0492 0.2602 3.1952
H 5.7146 0.0639 1.4065
H 4.5444 3.2518 0.4377
H 5.0461 1.7468 -0.2841
H 6.1729 2.6910 0.6487
H 5.3239 3.6187 3.1684
H 4.6978 2.2538 4.0537
H 3.0513 4.2354 2.6145
H 2.9495 3.7042 4.1587
H 1.4382 2.4300 2.1743
H 1.9343 1.6742 3.6788
H 3.0057 1.1968 0.7834
H 3.1920 0.1596 1.9655
C 2.2399 -5.5987 0.3203
C 1.5517 -5.8531 -0.9745
C 2.4335 -6.4969 -2.1163
N 1.9042 -6.6400 -3.5979
C 0.8257 -7.7596 -3.7172
C 3.1452 -7.0086 -4.5453
C 3.2603 -5.8268 -5.5981
C 1.8226 -5.4141 -5.6478
C 1.4586 -5.2587 -4.1758
H 2.9445 -4.7675 0.2953
H 2.6314 -6.4518 0.8744
H 1.4083 -5.3030 0.9600
H 1.2054 -4.8850 -1.3364
H 0.6405 -6.4365 -0.8429
H 2.8906 -7.4321 -1.7929
H 3.2684 -5.8048 -2.2265
H 1.2771 -8.7503 -3.7704
H 0.3138 -7.5951 -4.6653
H 0.1011 -7.5973 -2.9191
H 2.8358 -7.9116 -5.0716
H 4.0754 -7.2625 -4.0370
H 3.8607 -6.0931 -6.4680
H 4.0597 -5.1642 -5.2665
H 1.2817 -6.2519 -6.0878
H 1.7047 -4.5940 -6.3559
H 0.4510 -5.1172 -3.7850
H 2.0876 -4.4860 -3.7337
C -1.8225 3.2010 -2.3199
C -0.6440 4.1017 -1.9584
C -0.5778 4.4990 -0.4097
N 0.4599 5.6704 -0.2149
C 1.9312 5.3652 -0.5845
C 0.4175 6.0252 1.2597
C -0.8208 6.9434 1.4447
C -0.8801 7.7026 0.0996
C 0.0201 7.0293 -0.8240
H -1.7286 2.8357 -3.3425
H -2.8013 3.6019 -2.0567
H -1.8800 2.2762 -1.7460
H -0.5559 4.9637 -2.6197
H 0.3257 3.6216 -2.0899
H -0.3487 3.7105 0.3072
H -1.5279 4.8774 -0.0325
H 2.2382 4.5439 0.0631
H 2.6662 6.1586 -0.4489
H 1.7686 4.9490 -1.5787
H 1.3193 6.5447 1.5836
H 0.3811 5.1478 1.9054
H -0.5022 7.6484 2.2124
H -1.7597 6.5207 1.8026
H -0.6020 8.7537 0.1775
H -1.8866 7.6415 -0.3142
H 0.9816 7.4851 -1.0599
H -0.4429 7.0684 -1.8100
C 0.9149 -1.1454 -5.3740
C 0.3118 0.2567 -5.9281
C 1.2167 1.5708 -5.4839
N 1.0813 2.7103 -6.5081
C -0.3459 3.1298 -6.7742
C 1.8857 2.3685 -7.7538
C 3.3096 2.9630 -7.5917
C 3.3510 3.5976 -6.2437
C 1.8736 3.8475 -5.9923
H 0.0900 -1.8460 -5.2439
H 1.5492 -1.1028 -4.4886
H 1.5665 -1.5339 -6.1568
H -0.6719 0.3819 -5.4756
H 0.1185 0.1168 -6.9916
H 2.2453 1.2522 -5.3151
H 0.9562 2.0964 -4.5652
H -0.9287 3.5455 -5.9523
H -0.8032 2.2360 -7.1986
H -0.2939 3.9459 -7.4950
H 1.4532 2.9641 -8.5578
H 1.8742 1.3305 -8.0863
H 3.6260 3.6174 -8.4039
H 3.9765 2.1100 -7.7169
H 3.9729 4.4918 -6.2025
H 3.8327 3.0148 -5.4586
H 1.5946 4.7971 -6.4489
H 1.9582 4.0332 -4.9215
C -4.7852 5.6025 -0.4829
C -4.4800 4.7316 0.7607
C -5.7107 3.9353 0.9981
N -5.6216 2.9787 2.2354
C -4.5542 1.8915 1.9948
C -6.9270 2.1879 2.5236
C -6.9511 1.8822 4.0443
C -6.0002 2.8408 4.6885
C -5.2156 3.6164 3.5906
H -5.6543 6.2152 -0.2433
H -5.1274 5.1537 -1.4154
H -3.9550 6.2878 -0.6541
H -4.4710 5.2597 1.7142
H -3.5858 4.1240 0.6218
H -5.8449 3.1835 0.2203
H -6.5182 4.6385 1.2017
H -4.7682 1.3485 1.0742
H -4.5352 1.3566 2.9443
H -3.6092 2.4298 1.9222
H -7.0162 1.2926 1.9084
H -7.7395 2.8722 2.2795
H -6.6928 0.8669 4.3451
H -7.9648 1.9668 4.4359
H -5.3654 2.1219 5.2065
H -6.6015 3.3830 5.4183
H -4.1518 3.6680 3.8224
H -5.5285 4.6560 3.6885
N 2.5899 1.7901 -2.0400
O 2.8562 0.7040 -2.6056
O 1.8273 1.7700 -1.0378
O 3.1031 2.8689 -2.3685
N -3.9988 0.0645 -3.4534
O -3.1795 0.6158 -4.1566
O -4.1172 0.2543 -2.2754
O -4.7837 -0.6117 -4.0140
N -1.5425 -5.6278 2.3273
O -1.3472 -4.9829 1.2493
O -0.7327 -5.4111 3.2132
O -2.5396 -6.3007 2.5968
N -0.9540 3.3630 3.6534
O -0.2431 3.6343 4.6252
O -1.7332 4.1943 3.1827
O -0.7360 2.3784 2.8868
N -2.3820 -5.0069 -4.8428
O -3.3790 -4.8895 -5.5424
O -2.2049 -5.8416 -3.9987
O -1.4998 -4.1106 -5.0599
*
```

Output
E_HOMO, eV: -10.76

Results of the Mulliken charge analysis, in e, for atoms 1 through 5:
1 C 1.33
2 N 1.77
3 C -1.12
4 C 0.43
5 C -1.01


4.
Computed, not measured: a structure of composition C28H42CsNS4Si4, with ωB97M-V/def2-TZVPD.

Geometry as ORCA input:
```
! RIJCOSX wB97M-V def2-TZVPD def2/J DEFGRID3
* xyz -2 1
Cs -1.1634 1.6182 -0.6733
S 1.4557 3.6980 -2.1601
C 1.0979 3.3795 -3.8297
C 1.0196 4.4441 -4.7562
C 0.7252 4.2556 -6.0923
C 0.5036 2.9747 -6.5934
C 0.5953 1.9041 -5.7201
C 0.8789 2.0864 -4.3649
S 0.8321 0.6221 -3.3676
C 2.4933 0.5421 -2.6239
C 2.6339 0.7743 -1.1394
C 3.8229 1.3251 -0.6637
C 4.0291 1.3898 0.6987
C 3.0558 0.8900 1.5519
C 1.8951 0.3659 1.0026
C 0.8304 -0.2237 1.8864
S -0.2240 1.0881 2.6271
C -1.5172 0.0642 3.3104
C -1.1289 -0.8847 4.2592
C -2.0336 -1.7618 4.8262
C -3.3694 -1.6664 4.4436
C -3.7669 -0.7105 3.5324
C -2.8715 0.1986 2.9247
S -3.5170 1.3849 1.8105
N 1.6873 0.3229 -0.3218
H 1.1859 5.4422 -4.3702
H 0.6663 5.1146 -6.7526
H 0.2749 2.8153 -7.6397
H 0.4468 0.8917 -6.0778
H 3.1256 1.2380 -3.1712
H 2.8426 -0.4751 -2.8262
H 4.5534 1.7121 -1.3613
H 4.9404 1.8213 1.0954
H 3.1828 0.9034 2.6269
H 1.2937 -0.7965 2.6894
H 0.2045 -0.8990 1.3049
H -0.0841 -0.9341 4.5442
H -1.7070 -2.5105 5.5367
H -4.1036 -2.3477 4.8600
H -4.8061 -0.6396 3.2367
C -3.1096 -5.1766 0.0628
Si -1.6943 -4.6658 -1.0942
C -1.3782 -6.2046 -2.1729
C -2.4536 -3.4020 -2.2909
Si 0.0459 -3.6585 0.0849
Si 1.7783 -4.0425 -1.4332
C 3.3311 -3.0971 -0.8782
C 1.3749 -3.3740 -3.1644
C 2.4275 -5.8028 -1.7729
Si 0.5113 -5.3749 1.5906
C 0.3206 -7.2052 1.0948
C 2.2884 -5.2572 2.2627
C -0.5986 -5.2108 3.1236
H -3.9896 -5.5029 -0.5026
H -3.4003 -4.3355 0.6987
H -2.8077 -5.9964 0.7219
H -2.3116 -6.5504 -2.6327
H -0.9596 -7.0249 -1.5831
H -0.6685 -5.9825 -2.9751
H -3.2798 -3.8287 -2.8711
H -1.6999 -3.0305 -2.9910
H -2.8352 -2.5426 -1.7329
H 3.0997 -2.0413 -0.7099
H 4.1388 -3.1648 -1.6166
H 3.7022 -3.5018 0.0694
H 1.0091 -2.3444 -3.1291
H 0.5942 -3.9764 -3.6390
H 2.2577 -3.3992 -3.8138
H 2.8380 -6.2629 -0.8690
H 3.2231 -5.7675 -2.5268
H 1.6321 -6.4561 -2.1424
H 0.9441 -7.4556 0.2325
H -0.7156 -7.4312 0.8267
H 0.6043 -7.8575 1.9293
H 3.0265 -5.4945 1.4900
H 2.4362 -5.9509 3.0983
H 2.4999 -4.2438 2.6162
H -1.6532 -5.2940 2.8444
H -0.4743 -4.2273 3.5850
H -0.3805 -5.9811 3.8728
*
```

Output
E_HOMO, eV: -1.51

Results of the Mulliken charge analysis, in e, for atoms 1 through 5:
1 Cs 1.04
2 S -0.41
3 C 0.02
4 C -0.53
5 C -0.44


Per-record energy, a.u.: -3747.26978, -952.27495, -4160.47103, -3917.94886
Per-record energy above the lowest of the compared OMol25 structures with the same formula, charge and spin, eV: 0.0000, 6.4275, 0.0000, 0.0358
Per-record strongest force on any atom, eV/Å: 0.95, 4.99, 5.58, 0.22